ORCA calculation (ωB97M-V with the def2-TZVPD basis set) on a structure of composition C11H15BCdN6O2 in a non-equilibrium geometry.

Geometry as XYZ:
```
36
Properties=species:S:1:pos:R:3:forces:R:3:lowdin_charge:R:1
C 0.017822 2.879469 1.123000 0.1606 -0.2235 -1.0151 -0.1099
N 0.209222 1.615469 0.690700 0.0080 2.6416 -0.7262 -0.1531
N 0.372222 1.644769 -0.660500 -0.3391 0.3162 -0.0783 -0.0240
C 0.283522 2.931669 -1.078900 -0.1025 -0.2088 0.4040 -0.0205
C 0.058322 3.754169 0.025800 -0.0131 -0.1904 0.0718 -0.0072
B 0.527322 0.369669 -1.570200 1.7268 1.0362 0.0402 -0.4823
N 1.687622 -0.492631 -1.013600 0.1604 -0.2757 -0.4400 -0.0478
N 1.782322 -0.809331 0.300600 1.3036 -0.7498 -1.1656 -0.1049
C 2.877222 -1.577731 0.452100 -0.2175 0.2611 -0.5908 -0.1109
C 3.503922 -1.771631 -0.793600 -0.2717 0.2181 0.0117 -0.0122
C 2.714422 -1.060231 -1.696500 -0.0358 -0.1096 0.3884 -0.0278
Cd 0.297122 -0.104531 1.690300 2.8579 13.0756 -7.6717 1.4874
N -0.781278 -0.436431 -1.638500 -1.3798 0.0813 -4.0036 0.0306
N -1.397678 -0.939431 -0.535300 -2.4663 -1.7232 -0.5252 0.0981
C -2.531878 -1.499731 -0.975600 0.9009 0.2037 2.2930 -0.0302
C -2.665578 -1.367831 -2.379300 -1.3977 -0.8776 0.2093 0.1288
C -1.519478 -0.680131 -2.762700 3.6178 1.7777 1.2041 0.0739
H -3.207478 -1.983931 -0.266700 0.2408 0.2122 -0.3875 0.1448
H -1.169978 -0.350831 -3.741500 -0.1658 -0.1051 0.3530 0.1635
H -3.469878 -1.729031 -3.020200 0.2647 0.1224 0.2437 0.1558
H 0.816622 0.769469 -2.678000 -0.2786 -0.3150 0.3321 0.1343
H 2.805622 -0.913231 -2.772000 0.0348 -0.0730 0.4235 0.1400
H 0.382922 3.163769 -2.138100 -0.0266 -0.0154 0.4230 0.1423
H 4.409122 -2.338731 -1.005100 -0.3885 0.2731 0.0900 0.1203
H -0.057878 4.836469 0.036000 0.0817 -0.4574 -0.0327 0.1226
H 3.161922 -1.935631 1.441900 -0.0167 0.0927 -0.3963 0.1210
H -0.128978 3.070969 2.184400 0.1316 0.1076 -0.3686 0.1161
H -0.524778 -1.652331 1.398000 -0.5248 -1.8034 0.3537 0.0086
C 0.070022 -1.691131 2.329800 -0.7695 -10.5169 6.1481 -0.3003
H 0.865322 -2.442631 2.219300 -0.5139 0.2043 0.3056 0.0718
H 0.701922 -0.712531 2.958800 0.8083 -3.1827 3.7522 0.0705
H -0.581778 -1.891331 3.190200 0.1509 -0.5941 -0.5147 0.0770
O -3.648678 0.985669 2.766200 2.3655 -0.1534 -0.0223 0.3059
C -2.343678 0.865869 2.708200 -0.3063 -2.9247 -3.6410 -0.2291
O -1.795878 0.097169 1.797300 -5.3610 3.3613 3.9403 -0.2023
H -1.719678 1.396369 3.413700 -0.2393 0.5145 0.5919 0.1491
```
Forces are in eV/Å.

Properties
Charge ... +2
HOMO energy (spin up / spin down) ... -15.512 / -15.495 eV
HOMO-LUMO gap (spin up / spin down) ... 5.0734 / 4.5429 eV
Total energy ... -29901.966 eV
Energy relative to the best compared isomer or geometry (same formula, charge and spin) ... 506.2 kJ/mol
Lowest unoccupied orbital energy (spin up / spin down) ... -10.4 / -11.0 eV


ORCA calculation (ωB97M-V with the def2-TZVPD basis set) on an isolated molecule of C5H7NO in a non-equilibrium geometry.

Geometry as XYZ:
```
14
Properties=species:S:1:pos:R:3:forces:R:3:lowdin_charge:R:1
C -1.716300 -0.385428 0.310970 -0.0245 0.0315 -0.0129 -0.0930
C -0.298772 -0.923278 0.128327 0.0415 -0.0259 -0.0110 -0.1698
C 0.695043 0.131056 -0.322601 -0.2261 -0.0277 0.0429 -0.4604
C 0.219020 1.040507 -1.367967 -0.4106 0.6679 -0.7499 -0.1271
N -0.202180 1.764144 -2.167040 0.4613 -0.7696 0.8147 0.1768
C 1.774457 0.623247 0.548334 0.0181 0.2104 0.2144 -0.0644
O 2.029253 -0.309191 -0.489751 0.1705 -0.1036 -0.0670 0.0096
H -1.742392 0.444085 1.025480 0.0071 -0.1152 -0.0709 0.0831
H -2.372793 -1.177005 0.683010 0.0761 0.1297 -0.0613 0.0756
H -2.120628 -0.021260 -0.640165 0.0446 -0.0674 0.1855 0.0738
H 0.080995 -1.361722 1.058557 -0.0335 0.0956 -0.1517 0.1211
H -0.289999 -1.721409 -0.622079 -0.0221 0.0898 0.0484 0.1268
H 2.184433 1.618819 0.386330 -0.0744 -0.1426 0.0232 0.1247
H 1.838363 0.234234 1.565177 -0.0280 0.0272 -0.2041 0.1233
```
Forces are in eV/Å.

Properties
SMILES ... CC[C@@]1(C#N)CO1
HOMO energy ... -11.140 eV
HOMO-LUMO gap ... 11.9645 eV
Total energy ... -8834.487 eV
Energy relative to the best compared isomer or geometry (same formula, charge and spin) ... 165.5 kJ/mol
Lowest unoccupied orbital energy ... 0.8 eV


ORCA calculation (ωB97M-V with the def2-TZVPD basis set) on an isolated molecule of C4H12N2O in a non-equilibrium geometry.

Geometry as XYZ:
```
19
Properties=species:S:1:pos:R:3:forces:R:3:lowdin_charge:R:1
N -1.544184 -1.347116 -1.280025 0.1468 -0.1995 0.4803 -0.0109
C -1.967401 -0.078199 -0.692590 0.2675 0.0502 -0.0708 -0.2784
C -1.361205 0.170181 0.707428 -0.5680 -0.4075 -0.8149 -0.1944
C -0.026050 0.868252 0.665887 0.5565 0.0139 0.5455 -0.2528
N 1.044679 -0.119752 0.526822 -0.6086 -0.1291 -0.0080 -0.0567
C 2.343084 0.452467 0.365233 0.6162 0.0071 -0.1231 -0.3426
O 3.276846 -0.555169 0.056265 0.1388 -0.1617 0.0445 -0.0526
H -2.296323 -1.898009 -1.654740 0.0221 0.0194 -0.2003 0.0576
H -0.786140 -1.260930 -1.935998 -0.1401 -0.0215 -0.2197 0.0588
H -3.052849 -0.064807 -0.614398 -0.0556 -0.0371 -0.0661 0.1032
H -1.670484 0.728562 -1.367881 -0.2123 0.2824 0.0869 0.1009
H -1.190834 -0.826596 1.102100 -0.1236 -0.0720 0.4628 0.1047
H -2.108332 0.678764 1.317735 0.2240 0.1773 0.0884 0.1038
H 0.020353 1.600900 -0.144264 -0.1588 0.2420 -0.1691 0.1078
H 0.148455 1.420533 1.593722 0.0288 -0.0086 0.0150 0.1153
H 0.828972 -0.722766 -0.263868 0.1934 0.0157 0.0830 0.1025
H 2.423369 1.171496 -0.458838 -0.0666 0.0595 -0.0821 0.1223
H 2.640609 0.964997 1.287087 -0.2211 0.1176 0.0492 0.1226
H 3.277444 -1.182803 0.790319 -0.0394 0.0518 -0.1015 0.0888
```
Forces are in eV/Å.

Properties
SMILES ... NCCCNCO
HOMO energy ... -9.026 eV
HOMO-LUMO gap ... 10.0744 eV
Total energy ... -9369.699 eV
Energy relative to the best compared isomer or geometry (same formula, charge and spin) ... 144.2 kJ/mol
Lowest unoccupied orbital energy ... 1.0 eV


ORCA calculation (ωB97M-V with the def2-TZVPD basis set) on a structure of composition C36H40ClCsN6OS in a non-equilibrium geometry.

Geometry as XYZ:
```
86
Properties=species:S:1:pos:R:3:forces:R:3:lowdin_charge:R:1
Cs 0.046059 0.287439 -0.563995 1.4215 -0.3751 1.3952 1.1159
Cl -1.095577 2.965992 -7.504944 0.0088 -0.0135 0.0190 0.6210
C -1.157351 2.057865 -6.015181 0.0098 -0.1004 0.0408 -0.6823
C -0.921199 0.676620 -6.028910 -0.0019 -0.0423 -0.0501 -0.1006
C -0.993990 -0.046458 -4.867901 0.0352 0.1073 -0.2589 -0.0088
C -1.300138 0.559466 -3.620555 -0.0874 -0.4198 0.5980 -0.4067
O -1.370528 -0.165216 -2.554049 -0.9925 -0.0074 -1.4607 -0.4773
C -1.501227 1.971833 -3.616421 -0.1037 0.3614 0.1534 -0.1345
C -1.849795 2.777695 -2.448666 0.1419 -0.2881 -0.3855 -0.1052
N -1.829766 2.414254 -1.220683 -0.4395 0.3661 0.2950 -0.0116
C -2.382418 3.293354 -0.265469 0.4352 -0.3803 -0.1103 -0.2100
C -3.547694 3.975997 -0.490780 -0.2117 0.2362 0.1193 -0.0195
C -4.115283 4.819233 0.495255 0.0188 -0.1427 -0.2158 -0.0703
C -3.525073 4.953145 1.712091 0.1607 -0.0601 0.1378 -0.0464
C -2.336284 4.230284 2.000835 -0.1547 0.2130 0.1181 -0.1573
C -1.692146 4.319864 3.257251 -0.0683 0.1053 -0.0050 -0.0143
C -0.562957 3.600711 3.492145 0.1414 -0.2372 -0.0189 -0.0545
C -0.078126 2.756991 2.465651 -0.0734 0.2544 -0.0003 -0.1611
N -0.631030 2.662222 1.285541 -0.2486 0.1780 -0.0662 0.0355
C -1.758659 3.394560 1.028370 0.1574 -0.2373 -0.1880 -0.1564
C -1.441517 2.679676 -4.833009 -0.0289 0.1729 0.0126 -0.0877
H -0.686039 0.184147 -6.963878 0.0049 0.0165 -0.0105 0.1047
H -0.800041 -1.111672 -4.866994 -0.0002 -0.0033 0.0018 0.1038
H -2.139859 3.807032 -2.699878 -0.0256 -0.0043 0.0155 0.1236
H -4.057915 3.841375 -1.435509 -0.0127 0.0133 0.0014 0.1133
H -5.034587 5.344673 0.272183 -0.0003 0.0118 -0.0057 0.1056
H -3.948339 5.589652 2.478948 -0.0163 0.0075 -0.0070 0.1099
H -2.108137 4.968574 4.019526 -0.0134 0.0072 -0.0177 0.1176
H -0.041803 3.646309 4.439020 -0.0129 0.0056 0.0112 0.0992
H 0.803855 2.148402 2.644129 0.0138 -0.0081 -0.0246 0.1085
H -1.632641 3.747105 -4.824727 0.0199 -0.0029 -0.0180 0.1070
C 4.490661 -5.281281 4.456282 0.0172 -0.0368 0.0840 -0.0672
C 4.558150 -5.233506 2.931340 -0.0504 0.1008 -0.0251 -0.5601
C 4.029706 -6.560325 2.370415 0.0018 -0.0278 -0.0230 -0.0414
C 6.021785 -5.056721 2.509545 0.0517 -0.0077 0.0033 -0.0450
C 3.721603 -4.093300 2.357385 -0.0121 -0.0233 0.0309 -0.1562
C 3.719487 -3.832403 0.989824 0.0004 -0.0613 -0.0490 -0.0087
C 2.908839 -2.835293 0.477745 -0.1020 0.0487 0.0022 -0.1313
N 2.107987 -2.076407 1.228656 0.1465 0.0008 -0.0768 0.1098
C 2.124445 -2.299725 2.538832 -0.2643 0.1709 0.1794 -0.2138
C 2.899487 -3.289775 3.136907 0.0577 -0.0803 -0.0637 0.0365
C 1.224366 -1.440510 3.378273 0.1826 -0.0557 -0.1689 -0.2058
C 1.560223 -1.122985 4.687555 0.0201 -0.0017 0.0291 0.0334
C 0.717079 -0.332831 5.463949 -0.0330 0.0219 0.0680 -0.1558
C -0.457945 0.095398 4.860401 0.0597 0.0233 -0.0223 -0.0105
C -0.704211 -0.253538 3.540388 -0.0304 0.0085 -0.0375 -0.1419
N 0.109490 -0.992457 2.796774 -0.1865 0.0017 -0.0018 0.1065
C 1.079549 0.001253 6.908774 -0.0258 0.0068 -0.0999 -0.5572
C 2.533899 0.479780 6.989967 0.0705 0.0292 0.0289 -0.0463
C 0.178734 1.095287 7.479989 -0.0664 0.0567 0.0568 -0.0630
C 0.912240 -1.270052 7.751534 0.0246 -0.0390 0.0169 -0.0378
H 5.127536 -6.088995 4.820544 -0.0022 0.0022 0.0002 0.0868
H 3.479196 -5.474956 4.818027 -0.0183 -0.0108 -0.0349 0.0857
H 4.841416 -4.352299 4.910339 0.0282 0.0107 -0.0303 0.0888
H 4.618258 -7.392261 2.762207 0.0015 -0.0040 0.0011 0.0873
H 4.096069 -6.583603 1.282090 0.0006 -0.0048 -0.0018 0.0812
H 2.986233 -6.719382 2.648329 -0.0022 0.0199 0.0179 0.0909
H 6.628225 -5.854029 2.943488 0.0074 -0.0039 -0.0105 0.0865
H 6.421875 -4.100650 2.851418 -0.0244 0.0066 0.0196 0.0929
H 6.138759 -5.102528 1.426872 -0.0059 0.0084 -0.0024 0.0781
H 4.324916 -4.409746 0.303264 0.0144 -0.0090 0.0140 0.1140
H 2.868763 -2.657160 -0.591340 0.0153 0.0168 -0.0028 0.0508
H 2.830736 -3.447404 4.202434 -0.0244 0.0200 0.0189 0.0990
H 2.499313 -1.473271 5.092802 0.0042 -0.0253 -0.0105 0.1103
H -1.174107 0.716347 5.378210 -0.0080 -0.0074 0.0129 0.1050
H -1.608479 0.101368 3.055494 -0.0037 -0.0172 -0.0190 0.1126
H 2.715420 1.323231 6.321421 -0.0395 0.0136 -0.0022 0.0930
H 3.243630 -0.307345 6.735020 -0.0167 -0.0132 -0.0148 0.0760
H 2.759060 0.802042 8.008117 -0.0016 -0.0142 0.0084 0.0869
H 0.220307 2.011316 6.886750 0.0432 -0.0139 -0.0231 0.0833
H 0.502902 1.340324 8.492412 0.0036 -0.0069 0.0025 0.0875
H -0.864370 0.781407 7.540822 0.0072 -0.0378 -0.0068 0.0838
H 1.566401 -2.067258 7.394434 0.0039 0.0015 -0.0037 0.0828
H -0.115375 -1.634817 7.709903 -0.0085 0.0144 -0.0002 0.0917
H 1.162734 -1.067877 8.794860 0.0027 0.0083 0.0021 0.0883
C -2.447168 -3.150965 -1.080350 -0.1173 0.0197 -0.0002 -0.0812
N -1.339477 -2.861436 -1.965237 0.1737 0.6649 -0.1829 -0.0595
C -0.141563 -3.445737 -1.857044 0.2902 -0.0009 0.0264 -0.9316
N -0.017867 -4.466767 -0.960200 -0.0897 0.1205 -0.1326 0.0898
S 1.204827 -2.997142 -2.785870 -0.3618 0.0296 0.0657 0.5454
H -3.350537 -2.725541 -1.512215 0.0197 0.0134 0.0104 0.0906
H -2.320696 -2.718903 -0.078402 0.0619 -0.0442 -0.0470 0.0865
H -2.600898 -4.226226 -0.981094 -0.0136 -0.0124 -0.0401 0.0820
H -1.372413 -1.931957 -2.461802 0.1609 -0.6381 0.3365 0.0753
H -0.640051 -4.536993 -0.173588 -0.0325 -0.0045 0.0140 0.0825
H 0.917262 -4.815716 -0.841146 -0.0070 0.0281 0.0077 0.0717
```
Forces are in eV/Å.

Properties
HOMO energy ... -6.900 eV
HOMO-LUMO gap ... 6.8832 eV
Total energy ... -72877.932 eV
Energy relative to the best compared isomer or geometry (same formula, charge and spin) ... 29.2 kJ/mol
Lowest unoccupied orbital energy ... 0.0 eV